77
Properties=species:S:1:pos:R:3:forces:R:3:mulliken_charge:R:1 method="wB97M-V/def2-TZVPD" homo_energy_ev=-10.603 largest_force_ev_per_a=4.0 de_lowest_kj_mol=69.15 total_charge=+1 orbital_gap_ha=0.1996 spin_multiplicity=1
C -1.162 5.587 -0.108 0.27 0.31 0.01 -0.95
N -1.107 4.151 0.043 -0.49 -0.82 -0.15 0.26
C -2.258 3.408 -0.006 -1.13 1.11 0.21 0.11
O -3.400 3.864 -0.046 1.83 -0.99 -0.01 -0.66
C -1.852 1.946 0.062 -0.58 0.00 0.63 -0.18
C -2.392 1.124 -1.106 0.19 -0.10 -0.31 -0.17
C -3.877 0.928 -0.969 -0.34 -0.08 -0.12 0.49
C -4.746 1.379 -1.966 -0.10 0.03 0.45 -0.40
C -6.128 1.271 -1.783 0.13 -0.18 0.14 -0.64
C -6.637 0.685 -0.618 0.27 0.01 0.01 -0.49
C -5.762 0.226 0.378 0.16 0.04 -0.30 -0.71
C -4.381 0.327 0.189 -0.40 0.25 -0.07 0.01
N -0.389 2.000 0.102 1.17 -2.31 0.30 0.53
C 0.310 0.859 0.262 -1.79 1.62 0.11 -0.56
C 1.679 0.753 0.057 2.11 -0.40 -0.14 0.66
C 2.539 -0.284 0.402 -0.43 1.42 0.29 -0.79
C 3.968 -0.194 0.078 1.60 0.13 -0.60 0.70
C 4.527 1.037 -0.366 0.61 0.08 0.11 -0.30
C 5.915 1.209 -0.529 -1.22 -2.18 0.63 -0.47
N 6.483 2.487 -0.764 2.12 3.24 -0.82 0.96
O 7.738 2.535 -0.808 -2.74 0.09 0.07 -0.59
O 5.755 3.493 -0.908 0.98 -2.15 0.33 -0.57
C 6.801 0.133 -0.379 -0.67 0.14 0.08 -0.41
C 6.269 -1.114 -0.050 -0.32 0.21 -0.06 -0.98
C 4.899 -1.284 0.190 -0.41 0.52 0.26 -0.37
C 0.128 3.367 -0.117 0.24 1.35 -0.33 0.17
C 0.675 3.568 -1.541 -0.17 -0.29 -0.12 -1.33
C 1.165 3.846 0.912 -0.23 -0.41 0.21 -1.69
H -2.206 5.905 -0.033 0.27 -0.20 -0.01 0.38
H -0.576 6.068 0.677 -0.10 0.06 -0.03 0.30
H -0.760 5.888 -1.079 -0.12 0.07 0.05 0.34
H -2.221 1.545 1.022 0.13 0.08 -0.36 0.32
H -2.141 1.635 -2.050 -0.12 -0.20 0.24 0.33
H -1.884 0.149 -1.114 -0.05 0.14 -0.01 0.28
H -4.326 1.857 -2.854 -0.24 -0.13 0.22 0.34
H -6.805 1.661 -2.544 0.17 -0.18 0.21 0.38
H -7.716 0.581 -0.484 0.36 0.12 -0.01 0.37
H -6.149 -0.195 1.307 0.05 0.05 -0.32 0.41
H -3.689 -0.017 0.966 -0.31 0.01 -0.23 0.14
H -0.282 -0.027 0.522 0.02 0.40 0.01 1.06
H 2.122 1.612 -0.446 -0.18 -0.46 0.09 -0.60
H 2.197 -1.089 1.063 0.07 0.01 -0.60 0.91
H 3.917 1.914 -0.563 0.20 -0.10 0.24 0.76
H 7.865 0.313 -0.505 -0.29 -0.20 0.04 0.50
H 6.959 -1.948 0.034 -0.28 0.00 0.06 0.39
H 4.537 -2.276 0.475 0.20 0.46 0.03 0.62
H -0.098 3.317 -2.284 0.30 0.07 0.20 0.33
H 0.958 4.619 -1.662 -0.05 -0.26 -0.02 0.49
H 1.566 2.958 -1.722 -0.18 0.18 -0.08 0.26
H 0.730 3.818 1.920 0.17 -0.02 -0.22 0.38
H 2.069 3.232 0.886 -0.12 0.18 0.07 0.33
H 1.448 4.878 0.677 -0.09 -0.29 0.04 0.51
C -2.047 -2.536 2.862 0.00 -0.07 -0.04 -1.17
N -2.070 -3.311 1.632 0.16 0.33 -0.33 0.50
C -3.352 -4.004 1.465 -0.01 0.13 0.10 -1.07
C -0.861 -4.099 1.382 -0.26 -0.13 0.45 -1.70
C -0.014 -3.779 0.132 -0.62 -0.75 -0.66 0.57
C 0.832 -5.050 -0.141 -0.51 0.46 0.27 -0.84
C 2.009 -4.585 -0.986 -0.07 -0.22 -0.22 -0.76
C 2.039 -3.056 -0.867 0.21 0.29 -0.28 0.50
N 0.967 -2.685 0.078 0.02 -0.02 0.61 0.05
H -1.073 -2.037 2.970 -0.27 -0.07 0.00 0.31
H -2.839 -1.777 2.823 0.16 -0.07 0.09 0.30
H -2.224 -3.153 3.768 0.09 0.13 -0.21 0.36
H -3.348 -4.661 0.582 0.09 0.35 0.25 0.37
H -3.642 -4.618 2.347 0.26 0.18 -0.27 0.36
H -4.138 -3.241 1.334 0.20 -0.34 -0.04 0.23
H -0.207 -4.081 2.272 -0.11 -0.06 -0.20 0.42
H -1.197 -5.149 1.243 0.41 0.43 0.08 0.48
H -0.739 -3.637 -0.688 0.06 -0.18 0.02 0.12
H 1.155 -5.476 0.817 -0.04 0.08 -0.18 0.38
H 0.183 -5.778 -0.639 0.34 -0.02 0.09 0.43
H 2.943 -5.036 -0.653 -0.02 0.01 -0.11 0.32
H 1.832 -4.880 -2.021 0.24 0.06 0.01 0.28
H 3.007 -2.697 -0.493 -0.39 -0.25 -0.14 -0.69
H 1.933 -2.597 -1.870 -0.21 -0.09 0.38 0.28
H 0.576 -1.780 -0.171 -0.23 -0.61 -0.07 -0.20